180
Properties=species:S:1:pos:R:3:forces:R:3 method="wB97M-V/def2-TZVPD" orbital_gap_ha=0.34935 charge=0 total_energy_ev=-112783.2219
O 3.303793 -4.007076 -0.384562 -0.7 0.0 0.1
O -1.170757 -0.871676 1.085318 -0.4 0.9 0.5
O -2.954527 1.514984 -2.347182 1.2 0.2 0.9
O 4.194943 1.719914 -2.749172 -0.2 -0.8 0.0
O 0.005893 -0.816566 5.520948 0.8 -1.1 0.3
O -6.165537 -0.626396 5.080518 0.0 0.4 -1.5
O -1.314997 4.049484 5.470518 1.1 -0.6 0.1
O 3.941003 -0.964716 -0.774102 -1.1 0.0 -0.4
O -1.225617 -3.619606 1.611708 0.3 -0.5 -1.4
O 2.930613 -1.652146 4.863058 0.1 2.4 2.8
O 5.709333 -0.614866 1.077488 -1.3 1.1 1.7
O 5.624503 -6.139486 -3.851892 -0.5 0.5 -0.8
O 1.528643 -1.670576 0.237638 -0.4 -0.2 0.4
O 4.722623 1.147164 3.400248 0.2 1.8 -1.5
O 1.366763 -4.038036 -2.405802 -0.1 0.2 -0.8
O 8.089883 1.256854 1.510628 0.3 -0.3 -0.1
O -3.748297 3.986134 7.060078 -0.5 0.3 -0.4
O -7.594917 1.024084 -0.556012 0.1 0.1 0.0
O 2.008003 0.521574 -5.141302 0.1 0.6 -1.8
O 5.234223 -3.214426 -4.422392 -0.9 0.0 -0.5
O -0.721527 -0.906626 -6.149532 0.2 -0.9 0.1
O 2.344303 1.094154 4.854308 1.0 -0.6 -1.2
O -1.572827 -3.898836 -3.667592 -1.2 0.5 -0.6
O -3.516887 3.531734 -0.331162 0.2 0.3 0.9
O 3.927093 4.379254 -3.838552 0.2 0.6 0.4
O 1.217923 5.670854 2.309878 0.4 0.3 -0.6
O -0.461217 2.873984 -2.469082 -0.1 -0.9 0.5
O -2.999277 4.574224 -2.803972 -1.5 -0.4 0.7
O -3.214127 0.093434 3.486968 -0.9 0.0 0.3
O 0.496053 -3.214756 4.021748 0.6 -0.2 -0.7
O -3.988837 -2.640596 0.693978 1.1 -1.3 -0.1
O 2.997973 3.589394 1.109188 0.8 0.2 0.2
O -6.353507 -1.316036 0.496888 -1.0 0.7 -0.1
O 0.337993 3.614864 0.100368 -0.7 2.1 1.8
O -5.298317 -2.146646 -4.721872 -1.1 -0.2 0.0
O -4.869357 0.623444 -4.026092 -0.2 0.8 0.8
C 7.930373 0.309924 0.469158 -1.4 -0.5 0.0
C 4.361853 -4.243136 -4.962152 1.5 -1.0 0.4
C 1.027703 -0.220626 -4.492282 -1.2 0.3 1.6
C 7.046953 -0.872496 0.982228 2.0 -0.3 -2.4
C -6.607577 -1.156216 -0.897582 0.2 -0.7 0.5
C 4.437953 2.446724 2.745548 -1.7 -0.9 -1.0
C 3.386773 2.687514 -2.099302 0.8 1.1 -0.6
C -0.055757 0.015474 1.066548 0.8 -0.6 -1.9
C -0.118717 5.399324 2.029488 -0.7 -1.3 -1.3
C 0.924163 -0.447566 -0.068582 -1.1 1.1 0.9
C 1.166553 1.398214 5.473428 -1.4 1.1 1.4
C -7.791957 -0.227646 -1.125362 0.4 -1.6 -0.9
C -4.160067 -0.023476 -5.022202 0.6 -1.1 -1.8
C 0.071513 -3.908846 -1.882192 -1.4 -1.9 -0.2
C 4.386933 -5.428376 -4.000372 -0.8 0.4 1.1
C -2.499027 -4.104196 1.989018 0.3 1.1 1.7
C -3.571507 -4.002436 0.966308 -0.5 0.1 0.0
C 2.673633 -2.022576 3.574348 0.3 -2.1 -0.3
C -4.059917 -1.533476 -4.826642 1.6 0.6 0.2
C -5.669177 0.078314 3.889838 1.0 0.6 1.5
C 1.898103 -3.377786 3.706348 -0.9 0.5 -1.4
C 4.450573 -2.090286 -1.455192 0.0 0.1 0.6
C -0.045397 0.545344 5.149858 -0.7 0.4 0.0
C 3.142843 2.400794 1.839038 0.1 -1.0 1.3
C -2.564677 3.708654 4.917478 -0.7 0.8 0.2
C -0.378297 4.899714 0.509288 1.2 -0.5 1.3
C -0.945527 -4.752606 -2.758032 1.3 0.6 0.3
C -0.899377 3.573994 -3.601452 1.1 1.5 0.6
C -1.688597 4.805954 -3.140322 1.2 1.0 -1.9
C -3.459387 3.106364 5.972588 0.2 -0.4 0.6
C -4.145447 2.282904 -0.350142 0.2 -0.1 0.4
C -0.430277 -0.078246 -5.042652 0.9 0.7 -0.2
C 2.908993 3.701724 -3.163372 -1.2 -1.2 1.1
C -4.467657 -0.587316 3.244398 -0.1 -0.1 -0.7
C -3.250377 1.224344 -0.979782 -1.7 -0.4 -0.1
C 4.521573 -3.323736 -0.528552 1.2 -0.2 -1.1
H 1.687203 0.311514 -0.240842 0.1 0.3 0.2
H 5.240833 -4.034026 -0.936302 0.2 0.0 -0.6
H -8.694427 -0.739226 -0.790802 -0.2 0.1 0.5
H 2.441123 0.140664 4.909888 0.4 -0.7 0.3
H -6.432437 0.388134 3.176018 -0.6 -1.2 0.1
H -0.895577 0.903664 5.730278 0.0 0.9 -0.5
H 4.984723 -3.099536 0.432348 -0.4 0.6 0.3
H -4.451457 -4.498896 1.375348 0.0 -0.1 -0.2
H 4.164453 -5.011916 -3.017942 -0.3 0.1 0.2
H -0.276797 0.560244 4.084808 0.0 0.3 -0.1
H -0.708357 -0.975866 6.142298 0.1 -0.2 0.0
H 0.137483 -1.145246 -6.505572 -0.1 -0.1 -0.4
H 4.503633 -0.924726 0.002718 0.2 0.8 0.8
H -4.510097 0.217964 -6.025842 -1.0 -0.2 -0.1
H -5.586087 -1.879376 0.620668 0.4 -0.2 -0.1
H 4.423043 3.728724 -4.340992 0.0 -0.2 0.0
H -3.160497 0.381764 -5.179532 0.3 0.1 1.0
H 2.300943 -1.602286 -0.328472 0.8 -0.5 0.2
H -1.698437 5.566724 -3.920862 0.2 0.0 -0.7
H -0.332197 -2.896476 -1.867352 0.3 0.3 -0.1
H -5.296727 1.081644 4.096508 0.2 0.2 0.9
H -2.619877 -0.331486 2.864138 0.6 0.1 -0.3
H 3.267493 -2.327796 5.456018 0.0 -0.2 -0.4
H 2.898283 0.256574 -4.898882 -0.1 -0.1 0.2
H -1.430477 4.739994 6.127388 -0.1 0.1 -0.2
H -2.382047 1.017364 -0.354282 0.4 0.4 -0.5
H -0.876917 -1.777376 1.207668 0.3 -0.6 0.1
H 2.273413 -4.031516 4.493678 0.8 0.3 0.1
H 5.566413 -0.055856 1.844738 -0.7 0.5 0.6
H 0.382733 -0.550136 -1.009032 -0.5 0.2 -0.1
H -1.695257 -5.253416 -2.145502 -0.2 0.4 0.1
H -2.973197 4.650994 4.552508 -0.6 -0.1 -0.3
H 4.018853 3.196884 -1.371912 0.1 0.4 -0.1
H 2.194423 -1.188166 3.062278 -0.7 -0.3 0.1
H -3.364707 3.807804 -1.237922 0.0 0.2 -0.5
H 0.052493 3.900514 -4.020282 -0.2 0.3 -0.6
H 1.657093 4.913584 1.915828 1.1 0.0 0.2
H 4.244243 3.269124 3.434198 0.5 -0.2 0.3
H 0.041893 5.691824 -0.110462 -0.2 0.0 -0.2
H 1.933393 -3.941666 2.774208 0.0 0.0 -0.1
H 3.654213 -2.045436 3.098918 0.0 -0.9 -0.8
H 7.499063 -1.372436 1.838818 -0.1 0.1 0.2
H -0.694447 -3.784166 2.394258 0.7 0.4 0.3
H 0.034673 3.509774 -0.804372 0.0 -0.4 -0.7
H 8.314283 2.105714 1.122438 0.0 0.1 0.0
H -1.442297 4.741674 0.333108 0.0 0.1 0.1
H -3.452767 -1.950996 -5.629852 -0.1 0.0 -0.4
H -0.936307 -3.628716 -4.333542 0.1 0.0 -0.1
H 2.158183 3.520574 0.649168 -0.6 0.0 -0.6
H 4.684123 -4.660316 -5.916192 0.4 0.5 -0.3
H -3.450417 -1.746926 -3.948552 0.0 0.2 0.4
H 6.955493 -1.566276 0.146518 1.3 -0.6 -0.1
H -1.247177 2.376644 -2.231352 -0.4 -0.7 0.5
H -1.406877 2.915324 -4.306222 -0.3 0.2 0.0
H -2.463187 3.020274 4.078478 0.4 0.0 0.1
H -0.696547 6.309514 2.189978 -0.1 0.0 -0.2
H -4.685027 -0.559316 2.176658 0.3 -0.1 -0.2
H -0.670827 0.920794 -5.406182 0.7 0.6 0.3
H 0.921953 2.437514 5.254068 -0.3 0.0 -0.5
H 2.229333 4.318464 -2.575342 0.4 1.1 -0.3
H 3.810023 -2.175806 -2.332962 0.3 -0.7 -0.1
H 6.163053 -3.422126 -4.547772 -0.1 -0.3 -0.3
H 5.218623 2.687834 2.024078 0.5 -0.1 0.5
H -3.171697 -2.276326 0.345838 0.1 1.0 -0.2
H -2.963627 2.230284 6.390688 0.2 -0.3 -0.1
H 1.327113 -1.260826 -4.364112 -0.3 -0.4 -0.3
H -6.849897 -2.123046 -1.338752 -0.1 -0.2 -0.2
H -5.681327 -0.823176 -1.365802 -0.1 0.4 -0.4
H -5.903327 -0.211036 5.905338 0.2 0.3 -0.3
H 3.152513 1.501324 1.223458 0.5 -0.1 -0.5
H 2.250543 2.240334 2.444148 0.0 0.1 0.5
H 6.181583 -5.537586 -3.352912 0.3 -0.1 0.1
H -4.368617 1.970564 0.670028 0.4 0.0 0.4
H -3.489947 4.377054 -3.605202 -0.1 -0.1 0.1
H 0.487283 0.095494 2.008248 0.0 -0.3 0.3
H -5.149497 2.377254 -0.763742 0.0 -0.3 -0.8
H 0.388253 -2.358446 4.442118 -0.2 0.6 0.5
H -2.714487 -3.419906 2.809638 -1.0 -0.3 0.5
H -0.405607 1.020204 0.829428 -0.2 0.0 0.0
H 3.359023 -3.848686 -5.126022 0.1 0.2 0.5
H -3.219087 -4.516666 0.072178 -0.3 0.1 -0.4
H 3.839753 0.866994 -2.488472 0.3 -0.3 0.1
H -3.834957 0.304654 -0.957102 0.0 -0.4 0.1
H -7.888457 -0.217636 -2.211032 -0.1 0.7 -0.2
H 5.454023 -1.783006 -1.749722 0.3 -0.7 -0.4
H 8.837403 -0.056226 -0.011812 0.6 -0.2 0.7
H 7.408953 0.755374 -0.378072 -0.5 0.2 0.0
H 2.600213 2.275134 -1.467352 -0.5 -0.2 -0.5
H -4.328917 -1.626946 3.541078 -0.5 -0.1 0.1
H 1.326983 1.457314 6.549938 -0.1 -0.5 0.5
H -4.407087 2.747394 5.571198 -0.1 0.3 -0.1
H -7.016967 0.764164 0.165108 0.2 0.7 0.7
H -2.950677 4.266524 7.514808 0.2 -0.3 -0.1
H -3.748957 1.330134 -2.853452 -0.4 -0.1 -0.4
H -5.255127 -2.794406 -4.014662 -0.1 0.0 -0.1
H -5.814757 0.495634 -4.133272 0.0 -0.2 0.0
H -1.171967 -0.208096 -4.254532 0.2 -0.7 0.3
H -0.420197 4.651444 2.762888 -0.7 -0.2 -0.2
H -0.489777 -5.551076 -3.343562 0.7 -0.2 0.4
H 2.056213 -4.015506 -1.738152 0.0 0.2 0.6
H 1.001433 0.183054 -3.480122 -0.4 -0.1 0.5
H 4.032453 1.023954 4.056048 -0.3 0.2 0.2
H 3.572143 -6.122326 -4.206902 0.3 -0.2 -0.3
H -2.399027 -5.110336 2.396178 -0.3 -0.2 -0.2
H 3.508813 -4.904606 -0.112532 -0.2 -0.1 0.1
H 2.248343 3.243924 -3.899622 0.0 -0.6 0.0
H -1.192577 5.386104 -2.362202 0.1 -0.7 0.6
H -0.060967 -4.301506 -0.874042 0.6 0.1 0.3